C8H14N3 | ωB97M-V/def2-TZVPD

XYZ file:
```
25
Properties=species:S:1:pos:R:3
C -2.4159 1.6951 0.0781
C -2.5175 0.3608 0.0087
C -0.3519 0.8320 0.0443
C 3.8013 -0.1219 -0.1942
C 2.4012 -0.6310 -0.6986
C 2.9464 0.8937 0.6417
C -3.7091 -0.5167 0.0566
C -0.9323 -1.5619 0.1075
N -1.2256 -0.1523 -0.0013
N -1.0236 1.9899 0.0105
N 1.8290 0.0649 0.3889
H -3.0764 2.5961 0.0929
H 4.3625 -0.8555 0.3940
H 4.3924 0.2518 -1.0058
H 2.1469 -0.0900 -1.6030
H 2.0563 -1.6148 -0.5270
H 3.2087 1.1484 1.7044
H 2.8752 1.8187 0.0554
H -3.6335 -1.1476 -0.9682
H -3.7077 -1.1214 0.9183
H -4.6968 -0.1228 0.1553
H -0.8625 -2.0565 -0.9723
H 0.0920 -1.5537 0.4578
H -1.5775 -2.0818 0.7740
H -0.6962 2.8979 0.3489
```

Results
- HOMO (spin up / spin down): -0.48279 / -0.48200 Ha
- Net charge: +1
- E: -477.07307 Eh
- 2S+1: 1
- Energy relative to the best compared isomer or geometry (same formula, charge and spin): 587.68 kJ/mol
- Frontier orbital gap (spin up / spin down): 8.031 / 8.537 eV